(A)
Computed, not measured: a 2-piece molecular cluster, C4H10N3S overall, with ωB97M-V with the def2-TZVPD basis set.

Computed properties:
Kohn-Sham gap (spin up / spin down) (eV): 8.202 / 8.203
Charge: +1
HOMO level (spin up / spin down) (eV): -12.90 / -12.90

Last column: Mulliken charge in e.
Atoms and positions in Å:
C  -0.325  1.721  -0.152  0.23
C  0.015  -2.386  0.149  -0.48
C  0.415  -1.350  1.200  -0.54
C  -0.289  -0.903  -0.042  0.08
N  -1.450  2.321  -0.348  -0.33
N  0.183  -0.214  -1.106  -0.07
N  1.405  -0.203  -1.557  -0.30
S  0.522  2.185  1.408  -0.15
H  0.827  -2.671  -0.602  0.27
H  -0.795  -3.239  0.142  0.25
H  -0.216  -1.286  2.014  0.32
H  1.560  -1.395  1.338  0.20
H  -1.385  -0.618  0.000  0.42
H  -1.859  2.212  -1.274  0.28
H  -1.787  3.064  0.339  0.20
H  2.198  -0.434  -0.995  0.23
H  -0.531  2.829  1.863  0.11
H  1.512  0.367  -2.379  0.29

=====

(B)
Computed, not measured: an isolated ion of composition C4H10N3S and charge +1, with ωB97M-V with the def2-TZVPD basis set.

Computed properties:
Kohn-Sham gap (eV): 9.576
SMILES: CN1C[N@H+](C)NC1=S
Charge: +1
HOMO level (eV): -13.08

Last column: Mulliken charge in e.
Atoms and positions in Å:
C  -0.836  0.274  1.210  0.26
C  1.004  -0.613  0.010  -0.53
C  1.012  1.818  0.784  -0.81
C  -0.885  -0.507  -1.665  -0.62
N  -1.232  -1.153  0.510  -0.56
N  0.478  0.482  0.842  0.14
N  -0.325  -1.204  -0.578  0.12
S  -1.760  1.073  2.162  -0.29
H  1.681  -0.378  -0.789  0.38
H  1.682  -1.475  0.572  0.29
H  2.118  1.914  1.163  0.29
H  1.053  2.188  -0.217  0.37
H  0.289  2.504  1.249  0.26
H  -0.829  0.644  -1.426  0.28
H  -0.310  -0.644  -2.594  0.35
H  -1.875  -0.871  -1.788  0.34
H  -1.085  -1.800  1.302  0.34
H  -0.180  -2.251  -0.746  0.40

=====

Which structure is the most stable? The one labeled (B).

=====

(A)
Computed, not measured: one molecule with the formula C2H5N, with ωB97M-V with the def2-TZVPD basis set.

Computed properties:
Kohn-Sham gap (eV): 10.722
SMILES: C1CN1
HOMO level (eV): -9.44

Last column: Mulliken charge in e.
Atoms and positions in Å:
C  -0.845  -0.001  0.052  -0.27
C  0.330  0.710  0.041  -0.23
H  -1.215  0.049  -1.016  0.17
H  -1.455  -0.217  0.894  0.29
H  0.877  1.014  0.991  0.23
H  0.735  1.251  -0.847  0.14
H  0.895  -1.219  0.619  0.20
N  0.464  -0.733  -0.171  -0.53

=====

(B)
Computed, not measured: a 2-piece molecular cluster, C2H5N overall, with ωB97M-V with the def2-TZVPD basis set.

Computed properties:
Kohn-Sham gap (eV): 8.359
HOMO level (eV): -8.19

Last column: Mulliken charge in e.
Atoms and positions in Å:
C  0.801  0.020  0.471  -0.70
C  -0.134  0.555  -0.395  -0.24
N  -1.344  -0.188  -0.450  -0.49
H  1.012  -1.050  0.413  0.23
H  1.485  0.579  1.103  0.34
H  1.335  1.016  -1.041  0.29
H  -1.960  0.247  0.216  0.34
H  -1.195  -1.179  -0.316  0.23

=====

Which structure is the most stable? The one labeled (A).

=====

(A)
Computed, not measured: one molecule with the formula C5H4FNO, with ωB97M-V with the def2-TZVPD basis set.

Computed properties:
Kohn-Sham gap (eV): 9.826
SMILES: C=Cc1ncoc1F
HOMO level (eV): -8.88

Last column: Mulliken charge in e.
Atoms and positions in Å:
C  1.307  0.745  -0.019  0.46
C  1.741  -1.295  0.005  -0.04
C  0.158  0.116  0.027  0.59
C  -1.144  0.737  0.045  -0.44
C  -2.245  0.006  -0.047  -0.66
H  2.336  -2.164  -0.166  0.41
H  -1.171  1.824  0.110  0.28
H  -3.313  0.434  0.044  0.24
H  -2.153  -1.092  -0.158  0.28
N  0.451  -1.245  0.141  -0.52
O  2.395  -0.082  -0.013  -0.31
F  1.639  2.017  0.030  -0.27

=====

(B)
Computed, not measured: C5H4FNO as an isolated structure, with ωB97M-V with the def2-TZVPD basis set.

Computed properties:
Kohn-Sham gap (eV): 9.268
HOMO level (eV): -10.21

Last column: Mulliken charge in e.
Atoms and positions in Å:
C  -1.572  -0.462  -0.317  -0.25
C  -0.081  -0.163  -0.048  0.34
C  1.057  -0.836  -0.772  -0.10
C  0.122  0.933  0.617  0.02
C  1.470  1.292  0.855  -0.05
H  -1.933  -0.285  -1.393  0.30
H  -1.769  -1.364  0.329  0.25
H  0.715  -1.313  -2.014  0.16
H  -0.654  1.583  1.102  0.46
N  2.660  1.146  1.401  -0.41
O  2.207  -1.048  -0.413  -0.38
F  -2.223  0.517  0.652  -0.34

=====

Which structure is the most stable? The one labeled (A).

=====

(A)
Computed, not measured: one molecule with the formula C5H4FNO, with ωB97M-V with the def2-TZVPD basis set.

Computed properties:
Kohn-Sham gap (eV): 9.129
SMILES: CC1=NC(=O)C(F)=C1
HOMO level (eV): -10.16

Last column: Mulliken charge in e.
Atoms and positions in Å:
C  -2.701  -0.126  0.043  -0.91
C  -1.255  -0.007  -0.059  0.74
C  0.699  0.832  0.062  0.38
C  0.850  -0.674  0.032  0.57
C  -0.370  -1.222  -0.204  -0.73
H  -2.836  0.320  1.047  0.29
H  -3.069  -1.183  -0.037  0.28
H  -3.205  0.549  -0.673  0.28
H  -0.617  -2.236  -0.262  0.43
N  -0.662  1.106  0.106  -0.61
O  1.574  1.619  -0.138  -0.46
F  2.048  -1.219  0.116  -0.26

=====

(B)
Computed, not measured: one molecule with the formula C5H4FNO, with ωB97M-V with the def2-TZVPD basis set.

Computed properties:
Kohn-Sham gap (eV): 9.826
SMILES: F/C=C\c1cocn1
HOMO level (eV): -8.94

Last column: Mulliken charge in e.
Atoms and positions in Å:
C  1.763  -0.961  -0.970  -0.13
C  0.782  -1.097  -0.079  -0.49
C  -0.272  -0.158  0.185  0.66
C  -0.525  1.046  -0.304  -0.24
C  -1.865  0.771  1.308  0.00
H  2.660  -1.653  -1.079  0.30
H  0.810  -2.114  0.308  0.32
H  0.034  1.653  -1.047  0.35
H  -2.760  1.083  1.829  0.35
N  -1.247  -0.412  1.144  -0.58
O  -1.394  1.765  0.492  -0.28
F  2.014  0.076  -1.788  -0.24

=====

Which structure is the most stable? The one labeled (A).

=====

(A)
Computed, not measured: a 2-piece molecular cluster, C4H8NO overall, with ωB97M-V with the def2-TZVPD basis set.

Computed properties:
Kohn-Sham gap (eV): 6.009
Charge: -1
HOMO level (eV): -1.65

Last column: Mulliken charge in e.
Atoms and positions in Å:
C  -0.212  0.005  2.031  -0.77
C  -0.476  1.168  1.378  -0.09
C  1.228  -1.907  -1.477  -0.48
C  0.379  -0.917  -1.653  -0.45
N  -0.685  1.125  0.025  -0.51
O  -1.120  2.454  -0.577  -0.46
H  -0.138  -0.157  3.170  0.21
H  0.006  -0.899  1.291  0.04
H  -0.712  2.017  2.034  0.26
H  1.956  -2.061  -0.671  0.28
H  1.219  -2.712  -2.138  0.24
H  -1.510  2.793  0.179  0.28
H  -0.112  -0.873  -2.561  0.21
H  0.175  -0.035  -1.030  0.25

=====

(B)
Computed, not measured: a 2-piece molecular cluster, C4H8NO overall, with ωB97M-V with the def2-TZVPD basis set.

Computed properties:
Kohn-Sham gap (eV): 7.153
Charge: -1
HOMO level (eV): -2.95

Last column: Mulliken charge in e.
Atoms and positions in Å:
C  -1.580  1.059  0.725  -0.30
C  1.036  1.214  -0.001  -0.59
C  -2.115  0.311  -0.545  -0.78
C  1.268  -1.135  0.329  -0.74
N  1.798  0.174  0.047  0.55
O  3.039  0.232  -0.231  -0.78
H  -1.205  0.119  1.358  0.03
H  1.355  2.240  -0.267  0.23
H  -1.953  1.046  -1.303  0.20
H  -1.831  -0.755  -0.877  0.21
H  -3.180  0.350  -0.456  0.36
H  0.141  -1.266  0.387  0.09
H  1.388  -1.901  -0.405  0.30
H  1.837  -1.687  1.237  0.22

=====

Which structure is the most stable? The one labeled (A).

=====

(A)
Computed, not measured: a 5-piece molecular cluster, C3H16O5 overall, with ωB97M-V with the def2-TZVPD basis set.

Computed properties:
Kohn-Sham gap (eV): 9.852
SMILES: CO.CO.CO.O.O
HOMO level (eV): -9.70

Last column: Mulliken charge in e.
Atoms and positions in Å:
C  -2.665  -0.695  0.869  -0.52
O  -2.833  -0.705  -0.530  -0.52
H  -2.672  0.321  1.269  0.22
H  -3.428  -1.285  1.376  0.29
H  -1.730  -1.202  1.140  0.23
H  -2.279  -0.042  -0.953  0.34
C  -0.162  1.495  -2.781  -0.71
O  -0.481  0.859  -1.558  -0.43
H  -1.040  1.967  -3.217  0.27
H  0.599  2.272  -2.655  0.27
H  0.208  0.788  -3.532  0.31
H  0.339  0.467  -1.224  0.31
C  2.395  -0.911  -1.363  -0.69
O  1.932  -0.196  -0.198  -0.56
H  1.745  -1.754  -1.558  0.29
H  2.441  -0.206  -2.202  0.29
H  3.438  -1.207  -1.217  0.29
H  2.431  0.625  -0.128  0.29
O  -0.170  -0.551  4.715  -0.64
H  0.610  -1.113  4.726  0.27
H  -0.085  -0.021  3.896  0.42
O  0.396  0.395  2.095  -0.64
H  1.045  -0.175  1.655  0.35
H  -0.034  0.872  1.376  0.27

=====

(B)
Computed, not measured: a 5-piece molecular cluster, C3H16O5 overall, with ωB97M-V with the def2-TZVPD basis set.

Computed properties:
Kohn-Sham gap (eV): 10.027
SMILES: CCO.CO.O.O.O
HOMO level (eV): -10.08

Last column: Mulliken charge in e.
Atoms and positions in Å:
C  1.952  2.132  -2.028  -0.63
O  0.669  1.568  -1.789  -0.54
H  2.620  2.025  -1.171  0.26
H  2.389  1.613  -2.880  0.24
H  1.894  3.189  -2.298  0.34
H  0.103  2.234  -1.393  0.28
C  0.192  -1.093  1.830  -1.06
C  -0.202  -0.946  0.380  0.13
O  0.963  -0.969  -0.440  -0.56
H  0.860  -0.277  2.113  0.26
H  0.725  -2.024  2.018  0.36
H  -0.668  -1.042  2.502  0.15
H  -0.766  -0.030  0.199  0.15
H  -0.839  -1.793  0.096  0.23
H  0.951  -0.187  -1.004  0.40
O  -0.708  2.348  1.494  -0.59
H  -0.531  3.231  1.158  0.29
H  -1.629  2.184  1.272  0.31
O  -3.787  -0.962  2.825  -0.64
H  -3.671  -0.176  2.285  0.31
H  -2.907  -1.345  2.892  0.34
O  1.165  -3.340  -2.633  -0.63
H  0.685  -2.658  -2.150  0.32
H  0.542  -3.684  -3.278  0.30

=====

(C)
Computed, not measured: a 6-piece molecular cluster, C3H16O5 overall, with ωB97M-V with the def2-TZVPD basis set.

Computed properties:
Kohn-Sham gap (eV): 9.919
SMILES: C=CC.O.O.O.O.O
HOMO level (eV): -9.94

Last column: Mulliken charge in e.
Atoms and positions in Å:
C  -1.599  -1.364  -0.553  -0.81
C  -1.547  0.122  -0.443  0.41
C  -2.551  0.907  -0.782  -0.78
H  -2.228  -1.713  -1.392  0.42
H  -0.639  -1.800  -0.776  -0.15
H  -2.154  -1.894  0.219  0.34
H  -0.574  0.594  -0.306  0.01
H  -2.736  1.969  -0.691  0.31
H  -3.517  0.434  -0.983  0.24
H  1.817  2.030  2.614  0.27
H  0.469  1.640  2.063  0.31
O  1.374  1.828  1.780  -0.58
H  0.864  -3.025  -0.433  0.32
H  1.675  -2.816  -1.734  0.31
O  1.204  -3.468  -1.226  -0.63
H  0.512  3.249  -0.617  0.31
H  0.081  2.889  -1.971  0.32
O  0.712  3.449  -1.556  -0.63
H  -0.789  -1.386  2.998  0.29
H  0.418  -0.561  3.125  0.27
O  -0.059  -1.086  2.485  -0.56
H  2.812  -0.003  -1.400  0.29
H  3.044  -0.001  0.227  0.31
O  3.412  0.007  -0.646  -0.60

=====

Which structure is the most stable? The one labeled (B).

=====

(A)
Computed, not measured: an isolated ion of composition C6H14N2 and charge +1, with ωB97M-V with the def2-TZVPD basis set.

Computed properties:
Spin multiplicity: 2
Kohn-Sham gap (spin up / spin down) (eV): 10.540 / 5.619
Charge: +1
HOMO level (spin up / spin down) (eV): -13.45 / -13.45

Last column: Mulliken charge in e.
Atoms and positions in Å:
C  -0.980  -0.228  -1.190  -0.49
N  -1.020  -0.506  0.231  0.18
C  -2.258  -0.469  0.988  -0.47
N  -2.124  -0.674  2.396  -0.54
C  0.435  -0.210  -1.745  -0.60
C  1.303  0.970  -1.274  -0.76
C  1.928  0.827  0.085  0.04
C  3.175  0.420  0.266  -0.92
H  -1.564  -1.000  -1.688  0.38
H  -1.470  0.737  -1.386  0.37
H  -0.271  -0.053  0.762  0.15
H  -2.660  0.551  0.842  0.39
H  -3.011  -1.146  0.585  0.38
H  -1.740  0.115  2.903  0.27
H  -1.600  -1.518  2.613  0.27
H  0.343  -0.115  -2.832  0.35
H  0.941  -1.171  -1.619  0.38
H  0.668  1.866  -1.271  0.25
H  2.096  1.130  -2.005  0.41
H  1.289  1.023  0.946  0.41
H  3.820  0.363  -0.599  0.25
H  3.581  0.265  1.251  0.29

=====

(B)
Computed, not measured: an isolated ion of composition C6H14N2 and charge +1, with ωB97M-V with the def2-TZVPD basis set.

Computed properties:
Spin multiplicity: 2
Kohn-Sham gap (spin up / spin down) (eV): 9.705 / 6.494
Charge: +1
HOMO level (spin up / spin down) (eV): -13.10 / -13.08

Last column: Mulliken charge in e.
Atoms and positions in Å:
C  -0.806  2.792  0.213  -0.49
C  0.520  2.280  0.832  -0.73
C  1.003  0.965  0.296  -0.52
C  0.406  -0.250  0.625  0.32
N  0.919  -1.405  0.270  -0.13
C  0.263  -2.730  0.400  -0.43
C  -0.522  -2.996  -0.874  -1.07
N  -1.183  2.235  -1.091  -0.60
H  -1.649  2.605  0.868  0.33
H  -0.739  3.862  0.056  0.36
H  0.428  2.172  1.891  0.41
H  1.391  2.923  0.685  0.36
H  1.834  0.969  -0.398  0.31
H  -0.441  -0.220  1.295  0.39
H  1.611  -1.309  -0.468  0.29
H  1.082  -3.445  0.482  0.31
H  -0.214  -2.681  1.376  0.35
H  -1.544  -2.612  -0.819  0.32
H  -0.794  -4.060  -0.912  0.37
H  0.092  -2.800  -1.741  0.37
H  -0.557  2.483  -1.854  0.27
H  -1.100  1.222  -1.130  0.20

=====

Which structure is the most stable? The one labeled (B).

=====

(A)
Computed, not measured: one molecule with the formula C3H2N2S, with ωB97M-V with the def2-TZVPD basis set.

Computed properties:
Kohn-Sham gap (eV): 7.424
SMILES: S=C1N=CC=N1
HOMO level (eV): -9.64

Last column: Mulliken charge in e.
Atoms and positions in Å:
C  1.031  0.558  -0.411  0.27
C  -0.994  -0.012  -0.206  0.11
C  -0.195  -0.926  0.463  -0.10
H  -2.176  0.137  -0.280  0.31
H  -0.599  -1.597  1.351  0.28
N  -0.380  0.817  -0.796  -0.35
N  0.977  -0.482  0.503  -0.32
S  2.336  1.505  -0.625  -0.19

=====

(B)
Computed, not measured: one molecule with the formula C3H2N2S, with ωB97M-V with the def2-TZVPD basis set.

Computed properties:
Kohn-Sham gap (eV): 7.394
SMILES: S=C1N=CC=N1
HOMO level (eV): -9.51

Last column: Mulliken charge in e.
Atoms and positions in Å:
C  -0.305  -0.002  -0.008  0.21
C  1.700  0.752  0.002  0.00
C  1.699  -0.745  -0.004  0.02
H  2.539  1.419  0.034  0.40
H  2.575  -1.407  -0.022  0.37
N  0.490  1.191  -0.005  -0.39
N  0.498  -1.194  0.008  -0.40
S  -1.913  -0.001  0.001  -0.22

=====

Which structure is the most stable? The one labeled (B).